Entry 1:
Computed, not measured: a molecular structure, C21H31GdNP2S in a non-equilibrium geometry, with ωB97M-V/def2-TZVPD.

Computed properties:
Multiplicity: 8
Charge: +1
HOMO energy (spin up / spin down), eV: -8.67 / -9.49

Positions of all 57 atoms, in Å:
1 C 4.21683 -0.68118 -1.32695
2 C 3.09638 -0.09783 -0.74082
3 C 1.94649 0.03992 -1.56759
4 C 1.80275 -0.71965 -2.74767
5 C 2.94829 -1.28338 -3.32287
6 C 4.15324 -1.21957 -2.62294
7 C 0.38341 -0.86917 -3.19146
8 C -0.24423 0.48812 -3.23471
9 C -0.04427 1.23989 -2.05876
10 C -0.88980 2.33362 -1.72640
11 C -1.71864 2.81509 -2.73116
12 C -1.77530 2.18402 -3.98681
13 C -1.06589 1.01119 -4.23710
14 H 5.14260 -0.73996 -0.75124
15 H 2.88337 -1.75046 -4.31061
16 H 5.06356 -1.60856 -3.07754
17 H 0.28411 -1.41154 -4.13070
18 H -2.35256 3.68111 -2.52430
19 H -2.38718 2.62377 -4.77256
20 H -1.13569 0.49628 -5.20103
21 N 0.89468 0.81929 -1.12907
22 Gd -0.55531 -1.10359 -0.16464
23 C 2.98581 0.26216 0.71573
24 H 2.66459 1.30569 0.85262
25 H 3.93211 0.09011 1.24539
26 C -0.91649 2.81654 -0.29978
27 H 0.07606 3.14665 0.04432
28 H -1.65175 3.61963 -0.15575
29 P 1.67253 -0.79025 1.54438
30 P -1.40040 1.40620 0.81486
31 C -3.22332 1.55698 0.72392
32 H -3.68640 0.99048 1.54243
33 H -3.47800 2.62185 0.80270
34 H -3.56986 1.15684 -0.23490
35 C -1.06061 2.12639 2.44627
36 H -1.70468 3.00417 2.59098
37 H -1.27538 1.37900 3.22048
38 H -0.00731 2.42520 2.51767
39 C 2.60953 -2.35333 1.70941
40 H 3.56528 -2.16894 2.21848
41 H 2.00540 -3.05527 2.30052
42 H 2.79598 -2.78561 0.71808
43 C 1.76255 -0.16824 3.25312
44 H 1.02699 -0.70851 3.86300
45 H 2.76771 -0.34255 3.66323
46 H 1.53416 0.90349 3.28860
47 H -0.22110 -1.51292 -2.34320
48 H -2.15466 -0.80392 -1.08787
49 C -1.92032 -2.50579 3.62332
50 S -2.06254 -1.60235 2.06465
51 C -3.76522 -1.99706 1.59949
52 H -0.87531 -2.47817 3.94597
53 H -2.24125 -3.54039 3.46518
54 H -2.55040 -2.01640 4.37446
55 H -3.95009 -3.05168 1.83295
56 H -4.44772 -1.35606 2.17036
57 H -3.88272 -1.82133 0.52587

=====

Entry 2:
Computed, not measured: a molecular structure, C21H31MoN7O2SSbSe4 in a non-equilibrium geometry, with ωB97M-V/def2-TZVPD.

Computed properties:
Charge: +3
HOMO energy (spin up / spin down), eV: -15.59 / -15.57

Positions of all 68 atoms, in Å:
1 Mo -1.55098 1.81301 -0.94714
2 Se -5.24773 6.01664 -3.46811
3 Sb -4.93431 4.05174 -2.14215
4 Se -1.69912 0.42297 -2.62135
5 Se -2.43612 3.89896 -1.58992
6 Se -6.28937 2.15460 -1.40159
7 C -4.78274 0.84756 2.04123
8 C -3.86735 1.87603 1.37827
9 O -3.41127 1.40234 0.02964
10 H -5.10460 1.20564 2.99140
11 H -4.25228 -0.08160 2.20830
12 H -5.64959 0.64161 1.39263
13 H -2.95819 1.98333 1.94356
14 H -4.47760 2.76337 1.31255
15 H -4.17275 1.29449 -0.54091
16 N -3.99300 -6.94297 -2.83754
17 C -2.63453 -7.52131 -2.39368
18 C -1.83263 -6.37734 -1.84368
19 N -2.49644 -5.67470 -0.76098
20 C -3.79482 -5.17020 -1.06116
21 C -4.72893 -6.26727 -1.70224
22 H -4.52411 -7.74544 -3.26814
23 H -3.76652 -6.29704 -3.57222
24 H -2.18913 -7.85870 -3.31575
25 H -2.86579 -8.26407 -1.64346
26 H -1.69837 -5.63726 -2.63289
27 H -0.82639 -6.78200 -1.51012
28 H -2.40830 -6.11719 0.14494
29 H -3.70832 -4.35503 -1.81653
30 H -4.28309 -4.76289 -0.18313
31 H -5.70758 -5.85901 -2.04732
32 H -4.94663 -7.06025 -0.96960
33 C 4.70449 0.01971 0.08003
34 C 3.63683 -0.74009 0.88417
35 C 2.17201 -0.34208 0.69016
36 N 2.02242 1.09494 0.90679
37 C 0.90520 1.69771 1.23780
38 S -0.65106 0.97256 1.17559
39 N 1.00294 2.97161 1.74678
40 C 2.14617 3.85148 1.44199
41 O 1.93331 4.62186 0.51895
42 C 3.36191 3.76519 2.25572
43 C 4.38541 4.66740 1.83232
44 C 5.56589 4.61114 2.50267
45 C 5.76439 3.68615 3.48380
46 C 4.76389 2.78413 3.89719
47 C 3.51054 2.83201 3.31182
48 H 5.73784 -0.35903 0.14788
49 H 4.77342 1.07885 0.40115
50 H 4.41204 0.04352 -0.96102
51 H 3.80788 -0.63735 1.94436
52 H 3.71983 -1.79723 0.57603
53 H 1.58353 -0.86423 1.43390
54 H 1.79253 -0.60843 -0.29312
55 H 2.83055 1.63633 1.19010
56 H 0.14492 3.54276 1.77138
57 H 4.20009 5.40558 1.11176
58 H 6.40843 5.21660 2.21097
59 H 6.77276 3.58121 3.93137
60 H 4.95657 2.00740 4.64697
61 H 2.68707 2.22117 3.61673
62 N 0.32774 2.59194 -1.49400
63 C 1.34173 2.90739 -1.94966
64 C 2.63922 3.15153 -2.40080
65 C 2.93882 2.39767 -3.55226
66 N 2.97282 1.79627 -4.53064
67 C 3.58280 3.96590 -1.71297
68 N 4.38367 4.63042 -1.22681

=====

The records above yield energy above the lowest of the compared OMol25 structures with the same formula, charge and spin values of 0.274, 1.324 eV, respectively.